1.
# C16H35NO4

3 unconnected molecules or ions with the total composition C16H35NO4 (ωB97M-V with the def2-TZVPD basis set, the Open Molecules 2025 dataset).

The HOMO energy is -10.50 eV. The HOMO-LUMO gap is 10.77 eV. As for the electronic energy: -986.337146 hartree. Its SMILES is NC(=O)CCOC(=O)O.CCCCCC.CCCCCC.

Structure (ORCA input):
```
! wB97M-V def2-TZVPD RIJCOSX def2/J DEFGRID3
* xyz 0 1
H 4.783 -3.507 -0.835
C 1.063 -0.551 -0.543
H 5.284 -6.513 -2.559
O 2.066 -5.648 -2.590
H -0.741 2.414 -0.115
H -2.814 1.302 2.339
C -4.640 2.441 2.191
H 0.240 0.547 1.111
H 0.346 -2.515 -1.081
H -2.393 4.717 0.798
C 1.032 2.811 -2.222
O 1.536 -4.916 -0.620
H -1.412 0.895 -0.660
H 2.977 -5.820 -2.862
H -1.856 5.486 2.294
H 1.467 1.415 0.222
H -4.550 3.437 4.117
H -3.553 5.069 2.088
C -2.250 3.368 2.490
H -6.103 2.736 3.725
C -0.041 -1.598 -0.642
C -0.153 1.857 -2.108
H -0.435 -1.841 0.347
C -2.535 4.737 1.882
H 1.478 -0.361 -1.538
O 2.509 -3.448 -1.861
H 3.667 -4.119 -3.521
H -0.869 -1.257 -1.267
C -0.499 1.497 -0.663
C -5.025 2.561 3.666
H -5.006 1.439 5.516
C -4.690 1.315 4.479
C 2.032 -4.695 -1.632
C 5.829 -4.607 -2.420
H 1.224 3.058 -3.268
H -2.348 3.422 3.578
H 5.562 -2.529 -2.068
H -2.986 2.195 0.849
H 3.635 -2.410 -3.180
C 0.601 0.756 0.099
H -5.172 1.591 1.752
H -5.200 0.438 4.074
C 3.660 -3.391 -2.706
H -3.617 1.113 4.485
H 0.040 0.954 -2.693
H 1.882 -0.961 0.055
O 6.626 -4.448 -3.259
C 4.996 -3.445 -1.903
H 1.945 2.371 -1.816
H -5.000 3.328 1.661
N 5.556 -5.888 -1.804
H -1.027 2.334 -2.561
H 0.835 3.743 -1.687
H 6.391 -6.249 -1.356
H -1.207 3.106 2.291
C -3.143 2.262 1.929
*
```

2.
# C16H36AlN2O20S5

A molecular structure, C16H36AlN2O20S5 (ωB97M-V with the def2-TZVPD basis set, the Open Molecules 2025 dataset).

The HOMO energy is -3.83 eV. The HOMO-LUMO gap is 5.74 eV. As for the electronic energy: -4478.698028 hartree.

Structure (ORCA input):
```
! wB97M-V def2-TZVPD RIJCOSX def2/J DEFGRID3
* xyz -1 1
C -0.195 0.140 0.598
O 6.682 5.778 -2.822
O -5.373 0.332 4.201
H 3.535 5.267 -2.662
O -3.632 -1.277 3.593
H 5.527 -1.121 -0.059
H -5.904 -6.489 -0.501
H -0.705 -3.483 1.716
O -2.415 -5.936 0.226
O -4.203 0.558 2.023
C -1.198 -4.841 3.338
O -6.502 -4.850 0.627
C 8.497 6.186 -1.401
H 1.352 4.219 -2.389
H -4.675 0.518 6.148
O -0.224 -5.432 1.287
O -8.039 -2.910 0.430
H -1.329 0.545 -1.312
C -0.282 -4.355 2.224
H -1.975 -1.713 -2.075
H -2.106 -2.954 -0.899
O 3.452 5.235 -4.711
C 3.501 -0.064 0.251
O -6.248 -3.296 -1.243
H 8.135 7.182 -3.311
H -1.625 -4.018 3.913
C 3.218 4.588 -3.457
H 0.726 2.774 -0.314
O 6.678 3.459 -1.934
O -2.225 -5.580 2.677
O -5.619 -2.566 1.047
Al 1.220 1.244 -0.457
O 7.654 5.334 -0.625
H -0.672 -5.523 4.013
C -6.445 -5.549 -0.614
S -6.650 -3.257 0.332
H 1.255 0.827 -2.004
H -7.472 -5.757 -0.932
C 7.584 6.816 -2.444
S 6.418 4.812 -1.542
H -2.999 -1.508 5.560
O 1.723 5.800 -6.401
H -2.816 -1.356 0.836
S -1.602 -6.288 1.354
C 2.890 -1.189 1.244
H -2.230 1.230 0.195
O -1.272 -7.645 1.686
C -2.541 -0.978 -0.211
O -5.816 -1.338 2.408
C -3.405 -0.743 4.897
H -2.686 0.077 4.805
H -4.671 -4.594 -1.424
N -1.827 -1.979 -1.089
S -4.814 -0.425 2.870
C -5.755 -4.593 -1.576
H 3.771 -1.516 1.937
H -3.539 -0.637 -0.711
H 4.441 -1.220 -1.550
S 2.163 6.150 -5.082
H 6.998 7.633 -2.014
O 2.444 7.503 -4.688
H 1.434 3.483 -4.011
N 2.984 1.152 0.296
H 2.463 -2.116 0.713
C -4.763 -0.233 5.361
H 3.787 3.660 -3.390
H 9.266 5.567 -1.871
H -0.277 0.656 1.640
H 2.091 -0.729 1.927
H 0.718 -4.113 2.589
H -5.395 -1.055 5.712
H 0.115 -0.958 0.745
H 8.973 6.933 -0.763
H 5.210 0.438 -1.106
O 5.194 5.222 -0.916
C 1.716 4.351 -3.410
O 1.131 5.514 -4.004
C 4.740 -0.527 -0.684
H -5.975 -4.827 -2.619
C -1.591 0.353 -0.190
*
```

3.
# C16H36As2CsF12P

A molecular structure, C16H36As2CsF12P (ωB97M-V with the def2-TZVPD basis set, the Open Molecules 2025 dataset).

The calculation puts the relative energy (zero: lowest compared OMol25 entry of this formula, charge and spin) at 0.000 eV. The HOMO energy is -11.67 eV. The HOMO-LUMO gap is 11.49 eV. As for the electronic energy: -6662.986192 hartree.

Structure (ORCA input):
```
! wB97M-V def2-TZVPD RIJCOSX def2/J DEFGRID3
* xyz 0 1
F -0.702 -0.446 -3.608
H 0.685 -3.014 -0.804
H -4.166 -0.772 1.709
H -2.072 0.604 1.902
As -0.166 -1.104 -5.144
C 1.949 2.881 -3.045
C 0.761 1.430 -0.715
H -0.711 2.979 -0.768
C 0.331 2.867 -1.076
H 2.165 3.467 -3.941
C -1.721 1.003 0.939
H -4.366 0.405 -1.127
C 2.704 2.720 3.619
As -2.208 -4.126 1.519
H 0.322 1.485 3.164
C 0.743 1.812 2.213
H 0.123 4.090 -2.891
C 2.236 2.029 2.313
H 1.876 -3.358 1.122
H 2.104 1.864 -3.417
H 1.842 1.366 -0.548
P 0.091 0.818 0.879
H -0.091 -1.416 0.495
C 2.099 -1.207 0.983
H -4.271 1.392 0.333
H -5.486 -0.835 0.543
C 1.952 2.258 4.893
H 3.780 2.680 3.750
H 0.233 2.773 2.036
F 1.215 -1.762 -4.278
F -2.733 -5.582 0.696
F -2.054 -3.175 0.006
F -1.669 -2.638 2.256
H -0.119 2.403 -3.110
F -2.301 -4.847 3.083
H 0.590 0.727 -1.536
F 0.611 0.405 -5.522
H 2.725 3.073 -2.303
H 0.315 -1.050 2.223
H 2.523 -0.421 0.356
H 1.820 -1.846 -1.521
F 0.345 -1.747 -6.654
H -2.068 1.134 -1.059
Cs -1.183 -4.472 -2.541
C 2.364 -2.628 0.474
C -2.401 0.410 -0.300
C -4.401 -0.775 0.646
H 0.902 2.526 4.893
H 0.942 3.538 -0.469
C 0.602 -0.922 1.180
F -0.963 -2.645 -4.793
H -3.953 -1.647 0.181
H 2.411 3.770 3.489
C -3.922 0.470 -0.132
H -2.010 2.049 1.093
C 0.507 3.122 -2.575
H 3.430 -2.849 0.447
H 2.178 -3.610 -1.428
H 2.594 2.663 1.499
H 2.811 1.099 2.280
H 2.406 2.682 5.789
F -0.570 -4.683 1.276
F -3.885 -3.610 1.526
H 2.154 1.184 4.965
C 1.737 -2.749 -0.919
H -1.988 -0.552 -0.599
H 2.680 -1.143 1.907
F -1.678 -0.546 -5.852
*
```

4.
# C16H36N4O20

A molecular structure, C16H36N4O20 (ωB97M-V with the def2-TZVPD basis set, the Open Molecules 2025 dataset).

The calculation puts the relative energy (zero: lowest compared OMol25 entry of this formula, charge and spin) at 15.107 eV. The HOMO energy is -7.93 eV. The HOMO-LUMO gap is 6.54 eV. As for the electronic energy: -2354.127206 hartree.

Structure (ORCA input):
```
! wB97M-V def2-TZVPD RIJCOSX def2/J DEFGRID3
* xyz 0 1
H -0.582 2.323 -1.463
C 3.257 -1.535 3.628
N 6.612 -2.107 -0.434
H 8.231 -3.482 -0.670
H 4.248 -0.675 1.031
O 0.787 1.820 0.692
O 1.462 0.944 2.523
C 1.832 -0.674 -0.336
N 3.855 -2.927 3.792
H 3.386 2.731 2.185
H -1.826 -5.496 -2.028
H -0.191 0.875 1.063
N 1.632 1.643 1.546
C 3.026 2.177 1.317
C -0.740 -0.672 -3.709
H -0.764 -0.702 -0.192
C -0.990 3.150 -0.882
O -0.671 -3.461 -4.462
C -4.805 3.348 1.804
H -5.732 2.779 1.863
O -2.329 2.396 -2.766
H -0.943 2.344 1.658
H 3.657 -1.192 2.674
H 0.277 -1.049 -3.812
N -3.354 1.814 -2.383
H -4.106 3.208 2.629
O 3.978 -3.632 2.823
C -2.851 3.635 0.567
H 5.070 -0.935 -0.537
H 8.356 -1.888 -1.351
C -3.281 0.935 1.775
H -2.134 -5.426 -3.723
O 6.587 -2.408 0.749
H -6.014 1.546 1.301
H -1.139 3.926 -1.634
H 2.974 2.837 0.451
H 3.633 1.334 0.988
O -2.137 0.899 1.065
C -3.206 0.866 -1.160
O 4.301 -3.296 4.882
O 5.766 -1.422 -1.002
H -0.505 -0.462 -1.964
C -1.341 -2.984 -3.500
O -4.071 3.147 0.676
H -2.166 0.734 -0.861
O -4.259 0.374 1.198
H -0.782 0.238 -3.111
H -0.796 0.994 -0.841
O -4.498 1.912 -2.823
O -2.226 -3.621 -2.772
C -0.421 -0.021 -0.971
H 2.209 -1.492 3.329
H 7.339 -3.293 -2.117
H 3.414 -0.883 4.487
H -0.942 0.882 2.749
C -0.968 1.256 1.726
H -3.776 1.320 -0.349
O -3.267 1.322 2.939
H -1.234 -0.449 -4.655
C -5.572 0.613 1.650
O 1.500 -1.563 0.491
C 4.131 -1.032 0.008
O 0.957 0.208 -0.924
O -1.371 -1.676 -3.017
H -5.663 0.603 2.736
H -0.205 3.499 -0.211
O 3.166 -0.333 -0.673
O -2.246 2.846 -0.357
H -6.256 -0.213 1.451
H -5.152 4.375 1.919
H -3.478 -5.258 -2.534
C 7.681 -2.737 -1.245
C -2.447 -4.996 -2.771
O -2.258 4.345 1.383
H 3.973 -2.110 -0.020
H -3.600 -0.097 -1.485
*
```

5.
# C16H36N4O5PPdS5

A molecular structure, C16H36N4O5PPdS5 (ωB97M-V with the def2-TZVPD basis set, the Open Molecules 2025 dataset).

The calculation puts the relative energy (zero: lowest compared OMol25 entry of this formula, charge and spin) at 0.904 eV. The HOMO energy (spin up / spin down) is -10.21 / -10.20 eV. The HOMO-LUMO gap (spin up / spin down) is 6.55 / 5.45 eV. As for the electronic energy: -3686.482713 hartree.

Structure (ORCA input):
```
! wB97M-V def2-TZVPD RIJCOSX def2/J DEFGRID3
* xyz 1 1
H -3.441 5.660 1.844
H 3.609 -0.120 -0.428
H 0.120 1.268 4.081
H 1.685 -3.304 1.144
C 1.392 -2.878 -3.501
H 4.012 -3.489 -1.880
C -3.524 3.084 0.394
H 1.343 0.438 -2.843
C -2.016 -1.947 3.204
N -0.403 3.670 -3.321
C -5.432 1.294 0.582
H -1.794 4.971 2.011
S -1.486 2.132 2.000
H 0.353 3.340 -1.632
H 2.377 1.419 1.269
S -4.081 0.770 1.533
H 4.150 -3.783 -0.144
S -6.835 0.486 0.477
H 2.639 -4.166 -0.979
H 1.226 -3.746 -2.868
C -1.267 2.554 -2.947
H 0.111 3.496 -4.172
C -0.866 1.988 -1.585
H -1.032 -2.458 -1.965
S -2.743 4.552 -0.176
C 1.404 -0.425 -3.504
O 0.104 2.629 -0.990
H -1.441 -2.011 -0.313
C 4.039 -1.107 -0.573
O -1.446 1.019 -1.107
H 4.634 -1.103 -1.494
H 1.437 2.439 2.383
C 0.639 -3.220 0.871
O -1.058 -0.916 3.022
P 1.470 -1.629 -1.099
C -0.099 -0.880 4.054
Pd -0.386 0.407 0.896
C 0.723 0.372 3.918
H -2.058 6.443 1.044
H -1.230 1.736 -3.664
H -1.533 -2.926 3.281
N 2.976 -2.117 -0.623
H 0.554 -1.757 3.980
C -3.008 2.124 1.209
H 1.531 0.347 4.653
C -2.484 5.490 1.355
H 2.375 -0.412 -4.011
H -0.917 4.532 -3.428
H -1.422 -3.707 -0.775
H 0.147 -4.175 1.058
C -0.927 -2.749 -0.925
H 2.897 1.601 2.965
O 1.263 0.370 2.604
C 2.040 1.534 2.294
H 0.624 -0.350 -4.268
N 1.214 -1.648 -2.730
H -0.586 -0.887 5.035
O 1.225 -0.225 -0.599
N 0.497 -2.886 -0.565
H -2.607 -1.769 4.107
S -5.118 2.805 -0.227
H -2.672 -1.937 2.337
H 2.392 -2.941 -3.941
H 0.177 -2.470 1.515
H -2.308 2.859 -2.858
H 4.708 -1.324 0.262
C 3.466 -3.461 -0.932
H 0.665 -2.904 -4.315
*
```

6.
# C16H36N5O8

6 unconnected molecules or ions with the total composition C16H36N5O8 (ωB97M-V with the def2-TZVPD basis set, the Open Molecules 2025 dataset).

The calculation puts the relative energy (zero: lowest compared OMol25 entry of this formula, charge and spin) at 1.448 eV. The HOMO energy is -4.99 eV. The HOMO-LUMO gap is 7.20 eV. As for the electronic energy: -1507.089888 hartree.

Structure (ORCA input):
```
! wB97M-V def2-TZVPD RIJCOSX def2/J DEFGRID3
* xyz -1 1
H -0.302 1.052 -7.068
C -0.804 -6.229 0.794
H -1.826 0.513 -6.492
O -1.374 3.272 -7.415
H 2.309 6.825 -1.505
H 1.448 5.345 0.275
H -6.486 -0.964 -2.408
O 1.640 -7.521 0.570
H -4.156 -1.113 -0.706
H 0.467 -4.619 0.192
H -0.407 -0.068 -5.647
O 3.072 7.421 1.975
H -1.565 -5.459 0.666
C 2.892 -5.733 -0.283
N -5.160 -1.032 -0.785
H 1.035 -3.497 4.944
H 0.660 -1.781 5.145
C 2.941 6.371 -0.742
H -2.542 4.831 -5.686
H 5.778 -1.352 4.366
N 2.149 6.054 0.437
H 1.604 -2.748 6.381
C 0.379 0.637 0.141
C 1.599 -6.354 0.199
N 2.599 -2.190 4.620
H 4.572 -1.437 3.114
C -5.484 -0.648 -2.115
H 3.797 7.017 -0.549
N 0.464 -5.620 0.332
C 3.854 -2.062 5.063
O -0.164 -0.497 0.054
O 4.053 -2.052 6.281
C -5.991 -1.065 0.289
H 2.505 -2.105 3.618
H -4.739 -1.008 -2.824
H -6.005 -0.985 2.348
H -1.136 -7.110 0.244
H -5.448 0.440 -2.154
H -1.596 4.179 -4.322
C 1.265 6.034 2.741
H 3.252 5.425 -1.185
H 2.873 -4.645 -0.218
H -0.792 5.174 -5.618
H -0.694 -6.486 1.847
O -7.168 -0.823 0.193
H 1.669 1.666 0.528
H 0.210 6.190 2.511
H 1.518 6.291 3.769
O 1.669 0.708 0.472
C -0.832 0.801 -6.149
C 1.411 -2.549 5.327
N -0.884 2.122 -5.508
C 2.176 6.616 1.666
C -1.261 3.213 -6.190
C -5.300 -1.382 1.617
C -1.569 4.449 -5.378
H 1.414 4.957 2.817
C 4.913 -1.922 4.028
H 3.133 -6.109 -1.277
O -0.208 1.697 -0.083
H 3.804 -6.003 0.250
H -4.342 -0.862 1.621
H 5.234 -2.925 3.744
H -5.187 -2.466 1.626
H -0.938 2.120 -4.500
*
```

7.
# C16H36O10P

3 unconnected molecules or ions with the total composition C16H36O10P (ωB97M-V with the def2-TZVPD basis set, the Open Molecules 2025 dataset).

The HOMO energy is -4.01 eV. The HOMO-LUMO gap is 6.52 eV. As for the electronic energy: -1724.937620 hartree.

Structure (ORCA input):
```
! wB97M-V def2-TZVPD RIJCOSX def2/J DEFGRID3
* xyz -1 1
H -1.909 -2.484 5.559
O 0.265 -1.056 5.016
H -2.804 -1.726 -1.254
C 0.366 -5.169 -2.499
C 4.166 -1.294 -1.779
H -3.616 -2.080 -2.756
C 3.234 -0.167 -1.352
C 0.305 1.388 2.532
H -3.203 -0.422 -2.437
O -1.045 4.169 -0.486
H 3.972 -1.597 -2.798
H 0.928 1.353 1.641
C 1.647 -4.976 -3.250
H -0.127 -0.410 6.951
C -2.858 -1.447 -2.305
H 0.418 -2.933 -1.959
O 0.279 -5.924 -1.614
C -0.292 -1.280 6.314
C -0.627 -3.148 -2.182
O -0.364 -0.606 -2.160
P -1.214 -1.675 -3.282
H -0.207 7.524 1.458
H 1.576 -5.403 -4.239
H 0.576 2.263 3.116
H 0.792 5.486 2.439
H -1.904 -2.587 -4.193
C -2.488 1.972 -0.167
H -0.170 0.943 -3.545
H 0.272 -2.110 6.739
H -3.329 2.599 -0.460
H 2.359 -0.593 -0.866
H 3.950 -2.167 -1.179
H -1.446 6.616 2.349
H 2.458 -5.417 -2.694
H 3.728 0.498 -0.658
H -2.346 -0.806 5.847
H -2.866 1.012 0.173
C 0.150 5.403 1.563
C -0.779 6.596 1.486
H -1.823 1.806 -1.011
H -1.126 -3.232 -1.218
C 1.778 0.009 -3.181
C 0.361 0.427 -2.743
O 0.556 0.179 3.272
C 0.001 0.141 4.475
H -0.001 -1.908 -4.083
H -1.620 -0.575 -4.148
O 2.792 0.645 -2.427
H -2.145 -1.903 7.220
O -0.655 -4.420 -2.911
O -1.789 2.572 0.937
H 1.819 -3.912 -3.355
O -0.578 4.181 1.729
O -0.632 1.025 5.000
H 0.796 5.341 0.687
C -1.127 3.685 0.613
H -0.738 1.439 2.232
H -1.401 6.549 0.592
H 1.902 0.178 -4.244
H 1.803 -1.067 -3.064
H 0.529 1.174 -1.962
C -1.761 -1.640 6.233
H 5.215 -1.039 -1.711
*
```

Which of these has the highest electronic energy? C16H35NO4

electronic energy of number 6 (C16H36N5O8)? -1507.089888 hartree

Repeat the fifth record exactly.
# C16H36N4O5PPdS5

A molecular structure, C16H36N4O5PPdS5 (ωB97M-V with the def2-TZVPD basis set, the Open Molecules 2025 dataset).

The calculation puts the relative energy (zero: lowest compared OMol25 entry of this formula, charge and spin) at 0.904 eV. The HOMO energy (spin up / spin down) is -10.21 / -10.20 eV. The HOMO-LUMO gap (spin up / spin down) is 6.55 / 5.45 eV. As for the electronic energy: -3686.482713 hartree.

Structure (ORCA input):
```
! wB97M-V def2-TZVPD RIJCOSX def2/J DEFGRID3
* xyz 1 1
H -3.441 5.660 1.844
H 3.609 -0.120 -0.428
H 0.120 1.268 4.081
H 1.685 -3.304 1.144
C 1.392 -2.878 -3.501
H 4.012 -3.489 -1.880
C -3.524 3.084 0.394
H 1.343 0.438 -2.843
C -2.016 -1.947 3.204
N -0.403 3.670 -3.321
C -5.432 1.294 0.582
H -1.794 4.971 2.011
S -1.486 2.132 2.000
H 0.353 3.340 -1.632
H 2.377 1.419 1.269
S -4.081 0.770 1.533
H 4.150 -3.783 -0.144
S -6.835 0.486 0.477
H 2.639 -4.166 -0.979
H 1.226 -3.746 -2.868
C -1.267 2.554 -2.947
H 0.111 3.496 -4.172
C -0.866 1.988 -1.585
H -1.032 -2.458 -1.965
S -2.743 4.552 -0.176
C 1.404 -0.425 -3.504
O 0.104 2.629 -0.990
H -1.441 -2.011 -0.313
C 4.039 -1.107 -0.573
O -1.446 1.019 -1.107
H 4.634 -1.103 -1.494
H 1.437 2.439 2.383
C 0.639 -3.220 0.871
O -1.058 -0.916 3.022
P 1.470 -1.629 -1.099
C -0.099 -0.880 4.054
Pd -0.386 0.407 0.896
C 0.723 0.372 3.918
H -2.058 6.443 1.044
H -1.230 1.736 -3.664
H -1.533 -2.926 3.281
N 2.976 -2.117 -0.623
H 0.554 -1.757 3.980
C -3.008 2.124 1.209
H 1.531 0.347 4.653
C -2.484 5.490 1.355
H 2.375 -0.412 -4.011
H -0.917 4.532 -3.428
H -1.422 -3.707 -0.775
H 0.147 -4.175 1.058
C -0.927 -2.749 -0.925
H 2.897 1.601 2.965
O 1.263 0.370 2.604
C 2.040 1.534 2.294
H 0.624 -0.350 -4.268
N 1.214 -1.648 -2.730
H -0.586 -0.887 5.035
O 1.225 -0.225 -0.599
N 0.497 -2.886 -0.565
H -2.607 -1.769 4.107
S -5.118 2.805 -0.227
H -2.672 -1.937 2.337
H 2.392 -2.941 -3.941
H 0.177 -2.470 1.515
H -2.308 2.859 -2.858
H 4.708 -1.324 0.262
C 3.466 -3.461 -0.932
H 0.665 -2.904 -4.315
*
```